Computed, not measured: C33H36N2O13P3PbS2 as an isolated structure in a non-equilibrium geometry, with ωB97M-V/def2-TZVPD.

Energy relative to the best compared isomer or geometry (same formula, charge and spin) (kJ/mol): 98.1
HOMO level (hartree): -0.2005
Net charge: -1
Kohn-Sham gap (eV): 6.77

XYZ file:
```
90
Properties=species:S:1:pos:R:3:mulliken_charge:R:1
Pb 1.224 1.502 0.170 1.472
O 3.737 0.658 -0.982 -0.646
C 3.585 -0.577 -1.098 0.241
C 4.433 -1.697 -0.967 0.167
C 5.828 -1.803 -0.834 -0.780
C 6.338 -3.075 -0.507 -0.462
C 5.518 -4.144 -0.268 -0.744
C 4.132 -4.040 -0.470 -0.202
C 3.602 -2.809 -0.841 -0.261
P 1.897 -2.277 -1.088 0.579
C 1.237 -2.972 0.419 0.386
C -0.045 -3.550 0.513 -0.064
C -0.538 -4.047 1.736 -0.951
C 0.254 -3.988 2.868 -0.599
C 1.543 -3.432 2.794 -0.843
C 2.014 -2.924 1.597 -0.322
C 1.648 -3.224 -2.567 0.770
C 1.341 -4.587 -2.464 -0.405
C 0.948 -5.287 -3.582 -0.817
C 0.959 -4.660 -4.814 -0.472
C 1.386 -3.357 -4.951 -0.677
C 1.714 -2.623 -3.842 -0.108
H 6.481 -0.965 -0.993 0.548
H 7.417 -3.174 -0.450 0.400
H 6.001 -5.055 0.079 0.415
H 3.473 -4.883 -0.327 0.438
H -0.701 -3.604 -0.345 0.494
H -1.518 -4.521 1.770 0.443
H -0.108 -4.443 3.781 0.412
H 2.136 -3.355 3.681 0.447
H 3.010 -2.462 1.528 0.348
H 1.217 -5.099 -1.493 0.216
H 0.603 -6.313 -3.452 0.399
H 0.618 -5.202 -5.703 0.339
H 1.460 -2.860 -5.928 0.397
H 1.957 -1.556 -3.951 0.240
C -3.142 2.389 5.254 -1.145
C -1.822 3.067 4.844 -0.666
N -0.892 2.069 4.323 0.362
C 0.158 1.538 5.194 -0.982
C 1.559 2.060 4.947 -0.839
C -1.158 1.532 3.090 -0.146
S -0.312 0.155 2.505 -0.151
N -2.103 2.211 2.418 -0.046
C -2.204 2.317 1.120 -0.437
O -1.489 1.782 0.233 -0.044
C -3.286 3.295 0.671 0.519
C -3.333 3.529 -0.725 -0.134
C -4.422 4.177 -1.252 -0.958
C -5.422 4.612 -0.415 -0.397
C -5.337 4.491 0.975 -0.627
C -4.285 3.803 1.522 -0.295
H -3.723 3.011 5.909 0.377
H -2.902 1.445 5.730 0.402
H -3.738 2.150 4.362 0.230
H -1.368 3.617 5.655 0.538
H -2.011 3.791 4.034 0.367
H 0.196 0.470 4.964 0.441
H -0.162 1.674 6.231 0.474
H 1.700 2.352 3.887 0.033
H 2.308 1.317 5.175 0.328
H 1.800 2.971 5.517 0.323
H -2.528 3.187 -1.355 0.534
H -4.497 4.310 -2.326 0.412
H -6.275 5.145 -0.806 0.350
H -6.121 4.896 1.639 0.360
H -4.200 3.637 2.586 0.250
C -2.599 0.474 -3.638 -1.562
C -1.149 -0.072 -3.514 1.128
O -0.804 -0.944 -4.624 -0.572
P -0.046 1.415 -3.664 0.305
O -0.461 2.509 -2.660 -0.448
O -0.652 1.944 -5.077 -0.534
O 1.402 1.022 -3.666 -0.675
P -0.861 -1.093 -1.931 1.053
O -1.828 -0.492 -0.804 -0.381
O -1.252 -2.495 -2.316 -0.904
O 0.673 -1.008 -1.396 0.250
H -2.854 0.689 -4.691 0.385
H -2.757 1.378 -3.063 0.172
H -3.264 -0.288 -3.256 0.504
H -1.372 -1.715 -4.519 0.457
H 0.099 3.078 -1.865 0.455
H -0.276 2.762 -5.339 0.373
H -1.704 0.399 -0.358 0.410
O 1.114 3.423 1.410 -0.715
S 0.756 4.495 0.319 1.108
O -0.647 4.868 0.489 -0.621
O 0.888 3.561 -0.991 -0.772
O 1.803 5.492 0.232 -0.649
```



Computed, not measured: C33H37AlClO2Si2 as an isolated structure in a non-equilibrium geometry, with ωB97M-V/def2-TZVPD.

Energy relative to the best compared isomer or geometry (same formula, charge and spin) (kJ/mol): 420.9
HOMO level (hartree): -0.3339
Net charge: +1
Kohn-Sham gap (eV): 6.43

XYZ file:
```
76
Properties=species:S:1:pos:R:3:mulliken_charge:R:1
C 3.867 -0.603 1.785 -0.328
C 3.754 -0.596 0.353 -0.791
C 3.452 0.712 -0.070 -0.470
H 3.985 -1.453 -0.278 0.564
C 3.429 1.566 1.054 -0.700
C 3.651 0.783 2.231 -0.411
H 4.001 1.182 3.186 0.828
H 4.444 -1.339 2.354 0.607
H 3.368 1.023 -1.111 0.552
H 3.374 2.649 1.018 0.571
Al 1.896 -0.435 2.290 0.082
Si -0.889 -0.524 0.719 -0.510
C -0.391 -1.842 -0.523 1.449
C -1.117 -3.040 -0.538 -1.007
H -1.858 -3.222 0.242 0.355
C -0.950 -3.931 -1.600 -0.716
H -1.602 -4.801 -1.663 0.398
C 0.005 -3.695 -2.591 -0.727
H 0.074 -4.350 -3.463 0.417
C 0.837 -2.584 -2.482 -1.308
H 1.614 -2.397 -3.220 0.475
C 0.645 -1.662 -1.450 0.364
H 1.299 -0.792 -1.386 0.242
C -0.547 1.241 0.032 2.409
C 0.046 1.528 -1.394 0.050
H 0.540 0.759 -1.986 0.850
C 0.490 2.877 -1.665 -1.459
H 0.754 3.110 -2.695 0.460
C 0.761 3.746 -0.636 -0.724
H 1.278 4.689 -0.844 0.431
C 0.452 3.409 0.692 -0.719
H 0.731 4.132 1.460 0.439
C -0.216 2.256 1.024 -0.777
H -0.423 2.060 2.076 0.355
H 0.733 -0.536 1.007 0.361
Si -1.759 1.234 -1.326 -1.219
C -2.812 2.727 -1.263 0.617
C -3.415 3.249 -2.424 -0.709
H -3.684 2.580 -3.247 0.383
C -3.610 4.632 -2.495 -0.543
H -3.972 5.091 -3.406 0.409
C -3.313 5.444 -1.396 -0.618
H -3.369 6.529 -1.462 0.397
C -2.997 4.853 -0.167 -0.392
H -2.887 5.466 0.726 0.404
C -2.835 3.468 -0.074 -0.349
H -2.669 2.966 0.885 0.371
C -2.403 -0.125 -2.440 0.655
C -1.977 -0.304 -3.772 -0.099
H -1.233 0.382 -4.190 0.432
C -2.500 -1.329 -4.576 -0.742
H -2.146 -1.469 -5.602 0.398
C -3.507 -2.170 -4.085 -0.432
H -3.922 -2.981 -4.706 0.398
C -3.996 -1.949 -2.786 -0.771
H -4.804 -2.594 -2.417 0.400
C -3.470 -0.925 -1.984 -0.229
H -3.883 -0.743 -0.991 0.381
H -1.947 -1.197 1.492 -0.198
Cl -0.309 -0.038 3.157 -0.476
C 2.219 -3.390 1.120 -0.489
O 2.026 -2.464 2.210 0.150
C 1.720 -3.118 3.490 -0.547
C 1.728 -2.096 4.606 -0.714
O 2.299 -0.829 4.100 0.031
C 2.229 0.263 5.088 -0.806
H 1.385 -3.328 0.418 -0.073
H 2.272 -4.399 1.535 0.532
H 3.154 -3.158 0.610 0.190
H 0.728 -3.579 3.408 0.272
H 2.480 -3.892 3.656 0.535
H 0.698 -1.901 4.943 0.451
H 2.355 -2.436 5.441 0.402
H 1.413 0.070 5.798 0.345
H 2.036 1.218 4.577 0.361
H 3.188 0.324 5.621 0.276
```



Computed, not measured: C33H37AsCaN4STe as an isolated structure in a non-equilibrium geometry, with ωB97M-V/def2-TZVPD.

Energy relative to the best compared isomer or geometry (same formula, charge and spin) (kJ/mol): 42.5
HOMO level (hartree): -0.1735
Kohn-Sham gap (eV): 3.75

XYZ file:
```
78
Properties=species:S:1:pos:R:3:mulliken_charge:R:1
Ca -0.359 0.287 0.466 0.983
C 1.621 3.229 0.226 -0.878
C 0.741 3.118 -1.027 -0.893
N 0.560 1.734 -1.438 0.313
C 1.561 1.170 -2.329 -0.368
C 2.876 0.789 -1.643 -0.924
S 2.680 -0.194 -0.114 0.026
C 3.355 0.912 1.173 -0.942
C 2.327 1.679 2.010 -0.439
N 1.227 2.225 1.218 0.158
H 2.662 3.059 -0.044 0.224
H 1.556 4.245 0.624 0.406
H -0.252 3.509 -0.792 0.278
H 1.179 3.731 -1.826 0.415
H -0.361 1.658 -1.877 0.079
H 1.132 0.266 -2.768 -0.226
H 1.814 1.853 -3.155 0.416
H 3.459 0.173 -2.327 0.609
H 3.475 1.663 -1.394 0.426
H 3.930 0.268 1.838 0.513
H 4.061 1.578 0.679 0.448
H 1.900 0.998 2.746 0.048
H 2.877 2.456 2.561 0.392
H 0.529 2.622 1.840 0.245
N 0.049 -2.038 0.253 0.790
C 0.536 -2.569 1.483 0.263
C 1.162 -3.792 1.544 -0.360
C 1.588 -4.323 2.770 -0.880
C 1.380 -3.630 3.934 -0.874
C 0.772 -2.360 3.904 0.762
C 0.560 -1.583 5.060 -0.739
C -0.049 -0.358 4.946 -0.919
C -0.428 0.098 3.684 -0.815
N -0.230 -0.582 2.568 0.065
C 0.345 -1.814 2.663 0.133
H 0.486 -2.516 -0.528 -0.065
H -0.950 -2.254 0.188 -0.754
H 1.318 -4.340 0.623 0.588
H 2.064 -5.293 2.794 0.415
H 1.678 -4.048 4.888 0.418
H 0.872 -1.963 6.025 0.454
H -0.229 0.252 5.821 0.434
H -0.921 1.057 3.561 0.533
Te -2.874 1.597 -0.331 -0.592
C -5.787 -0.645 -4.863 -0.447
C -4.568 -0.040 -5.127 -0.717
C -3.561 -0.058 -4.175 -0.359
C -3.738 -0.702 -2.953 0.819
C -4.992 -1.235 -2.671 -0.598
C -6.005 -1.216 -3.619 -0.700
As -2.240 -0.866 -1.704 0.921
C -1.190 -2.294 -2.873 0.839
C -0.495 -1.663 -3.913 -0.761
C 0.572 -2.253 -4.569 -0.646
C 1.032 -3.501 -4.160 -0.571
C 0.381 -4.148 -3.123 -0.567
C -0.721 -3.561 -2.504 -0.389
C -3.043 -2.139 -0.445 -0.253
C -3.257 -1.843 0.901 -0.314
C -3.734 -2.805 1.782 -0.634
C -4.010 -4.087 1.332 -0.546
C -3.824 -4.396 -0.009 -0.996
C -3.355 -3.430 -0.886 -0.042
H -6.567 -0.658 -5.615 0.367
H -4.404 0.456 -6.076 0.385
H -2.634 0.462 -4.380 0.236
H -5.196 -1.649 -1.694 0.408
H -6.969 -1.648 -3.379 0.392
H -0.803 -0.663 -4.207 0.160
H 1.055 -1.737 -5.392 0.400
H 1.884 -3.961 -4.645 0.387
H 0.723 -5.127 -2.803 0.441
H -1.233 -4.129 -1.731 0.246
H -3.087 -0.831 1.260 0.210
H -3.909 -2.541 2.818 0.453
H -4.387 -4.837 2.018 0.400
H -4.048 -5.391 -0.374 0.415
H -3.237 -3.671 -1.935 0.897
```



Table of total energy (eV), in record order: -119195.635, -73782.706, -138188.761